Entry 1:
Entry from the OMol25 dataset: C14H26N3O8RuS5Se as an isolated structure (ωB97M-V with the def2-TZVPD basis set).

Positions of all 58 atoms, in Å:
Ru1 0.07638 -0.01577 -0.51529
C1 4.53907 -0.34571 0.42392
C2 3.17381 -0.04606 -0.12678
S1 1.84273 -0.45229 0.79160
C3 3.00219 0.60683 -1.36304
C4 4.16085 1.00795 -2.23087
S2 1.46263 0.98185 -1.88044
H1 4.45569 -0.76930 1.42289
H2 5.15282 0.55566 0.47879
H3 5.05953 -1.06706 -0.21047
H4 5.08019 1.11632 -1.65757
H5 3.95181 1.95037 -2.73701
H6 4.33232 0.25023 -2.99930
C5 -2.92642 1.96068 0.97122
S3 -1.38013 1.30437 1.52112
O1 -1.16344 1.79402 2.85909
O2 -0.34714 1.77424 0.53952
O3 -1.39894 -0.16318 1.37135
H7 -2.71416 2.90641 0.47770
H8 -3.54520 2.11876 1.85141
H9 -3.39645 1.28140 0.26066
C6 -1.74687 -4.24364 0.70235
N1 -1.91662 -3.48562 1.92718
C7 -3.24537 -2.93177 2.12900
C8 -3.41274 -2.53090 3.58004
C9 -2.31074 -1.56261 3.95264
N2 -1.00979 -2.08199 3.56886
C10 0.12210 -1.36650 4.11924
C11 -0.80456 -2.89318 2.47785
O4 0.32212 -3.15045 2.06391
H10 -2.35764 -5.15008 0.75512
H11 -0.70111 -4.51385 0.59477
H12 -2.05892 -3.65066 -0.15999
H13 -3.96951 -3.70663 1.86420
H14 -3.40623 -2.08176 1.45469
H15 -3.35433 -3.42248 4.21094
H16 -4.38730 -2.06461 3.73536
H17 -2.29849 -1.38824 5.03288
H18 -2.47495 -0.59724 3.46773
H19 0.32018 -1.68800 5.14750
H20 -0.07985 -0.29084 4.11216
H21 0.99987 -1.56952 3.51194
O5 -4.12906 0.36928 -1.53093
Se1 -2.73516 -0.27121 -2.03667
O6 -2.29686 -1.54919 -1.05696
O7 -1.46351 0.78875 -1.75372
O8 -2.74215 -0.76676 -3.57944
S4 0.98689 -2.07434 -1.57558
C12 0.04854 -2.97014 -2.65846
N3 -1.23836 -3.12866 -2.66872
C13 -1.79999 -3.73162 -3.86238
C14 -0.71192 -4.64698 -4.42200
S5 0.84995 -3.83656 -3.96499
H22 -1.80735 -2.49278 -1.97925
H23 -2.07509 -2.93058 -4.55199
H24 -2.69924 -4.28998 -3.60456
H25 -0.76828 -4.73833 -5.50405
H26 -0.74599 -5.63868 -3.97168

The charge is -1. Its frontier orbital gap (spin up / spin down) is 6.6 / 6.9 eV. The value obtained for the energy above the lowest of the compared OMol25 structures with the same formula, charge and spin is 4.3 kJ/mol. For the LUMO energy (spin up / spin down), the calculation gives 0.87 / 1.38 eV.

Here are the Löwdin charges for atoms 1 to 2, given in e: number 1, Ru, carries 0.6625; number 2, C, carries -0.1219

Entry 2:
Entry from the OMol25 dataset: C47H45CdI2N5O4PS as an isolated structure (ωB97M-V with the def2-TZVPD basis set).

Positions of all 106 atoms, in Å:
Cd1 -0.18269 0.18252 0.12406
I1 7.80231 -0.82217 -0.03871
C1 5.77284 -0.34033 -0.30245
C2 5.36867 0.98686 -0.27444
C3 4.03429 1.29102 -0.46348
I2 3.43088 3.29178 -0.32585
C4 3.03534 0.30727 -0.71098
O1 1.81038 0.59052 -0.94319
C5 3.50624 -1.03942 -0.66977
C6 2.48579 -2.12765 -0.81488
N1 1.46341 -2.06911 0.23205
C7 2.02834 -2.22756 1.55926
C8 2.42548 -0.90081 2.15414
C9 3.69550 -0.66395 2.65446
C10 3.95667 0.55354 3.26081
C11 2.92752 1.47208 3.37551
C12 1.69222 1.15755 2.83052
N2 1.44698 0.00286 2.20722
C13 4.84270 -1.34897 -0.49293
H1 6.08450 1.77741 -0.09605
H2 2.99544 -3.10293 -0.80597
H3 1.99033 -2.01060 -1.77435
H4 0.74828 -2.76389 0.06908
H5 2.89273 -2.90619 1.57334
H6 1.25360 -2.65087 2.19901
H7 4.47319 -1.40894 2.54428
H8 4.95105 0.78631 3.62111
H9 3.07402 2.42922 3.85650
H10 0.86900 1.85462 2.89956
H11 5.15548 -2.38731 -0.49241
C14 -0.26145 -0.76311 -3.57541
N3 -0.84202 -1.39029 -2.38934
C15 -0.52555 -2.81926 -2.33803
C16 -2.28039 -1.29369 -2.33726
C17 -3.01598 -1.58794 -3.47624
C18 -4.39210 -1.74324 -3.45418
C19 -5.02506 -1.65890 -2.22339
C20 -4.31345 -1.34111 -1.08137
C21 -2.91920 -1.06741 -1.08899
N4 -2.22513 -0.70751 0.04060
C22 -2.98130 -0.33622 1.17050
C23 -3.98225 0.63374 1.11725
C24 -4.64792 1.06651 2.25177
C25 -4.31434 0.53320 3.48566
C26 -3.31700 -0.42731 3.56620
C27 -2.64866 -0.87477 2.43130
N5 -1.57426 -1.79964 2.51921
C28 -0.97184 -1.92724 3.82697
C29 -1.84731 -3.09354 1.91733
H12 0.80335 -0.59239 -3.42306
H13 -0.39409 -1.36649 -4.48554
H14 -0.73374 0.20559 -3.73437
H15 -0.99162 -3.36186 -3.17314
H16 -0.91030 -3.24163 -1.40765
H17 0.54825 -2.98850 -2.39427
H18 -2.48998 -1.70517 -4.41683
H19 -4.94175 -1.95759 -4.36200
H20 -6.08918 -1.85030 -2.13871
H21 -4.84213 -1.30465 -0.14121
H22 -4.20129 1.09244 0.15941
H23 -5.40028 1.84162 2.16737
H24 -4.81648 0.86878 4.38480
H25 -3.04859 -0.81159 4.54149
H26 -0.69498 -0.94146 4.19919
H27 -1.62829 -2.42188 4.56191
H28 -0.06474 -2.52706 3.74433
H29 -2.52607 -3.69970 2.53896
H30 -0.91227 -3.65126 1.80132
H31 -2.29230 -2.95539 0.93550
O2 -1.27262 1.76233 1.97665
S1 -0.85286 2.93090 1.21048
O3 -0.40670 4.04384 2.01558
O4 0.10354 2.51409 0.16819
C30 -2.25780 3.52695 0.28153
C31 -3.18898 4.25678 1.00865
C32 -4.26749 4.83989 0.37047
C33 -4.38548 4.71902 -1.00623
C34 -3.45767 3.98604 -1.72904
C35 -2.38692 3.34077 -1.10567
P1 -1.22686 2.23936 -2.05854
C36 -2.18298 2.07570 -3.65028
C37 -3.42073 1.42698 -3.57194
C38 -4.17396 1.16955 -4.70444
C39 -3.68843 1.52130 -5.95747
C40 -2.45407 2.14269 -6.05709
C41 -1.71191 2.42347 -4.91494
C42 0.07181 3.41556 -2.60588
C43 0.08199 4.76915 -2.28915
C44 1.09676 5.59226 -2.75999
C45 2.11132 5.07322 -3.55133
C46 2.12626 3.71758 -3.84482
C47 1.12195 2.89428 -3.36100
H32 -3.04074 4.36515 2.07563
H33 -5.00269 5.39708 0.93755
H34 -5.20596 5.19761 -1.52710
H35 -3.57410 3.91455 -2.80157
H36 -3.79800 1.11515 -2.60209
H37 -5.13374 0.67838 -4.60923
H38 -4.26642 1.30388 -6.84759
H39 -2.06463 2.42504 -7.02806
H40 -0.76634 2.93581 -5.02059
H41 -0.69578 5.18512 -1.66092
H42 1.09463 6.64501 -2.50426
H43 2.90692 5.71727 -3.90536
H44 2.93682 3.29702 -4.42715
H45 1.16153 1.82600 -3.54593

The charge is -1. Its frontier orbital gap is 6.5 eV. The value obtained for the energy above the lowest of the compared OMol25 structures with the same formula, charge and spin is 121.7 kJ/mol. For the LUMO energy, the calculation gives 2.10 eV.

Here are the Löwdin charges for atoms 1 to 2, given in e: number 1, Cd, carries 1.4716; number 2, I, carries 0.7638

Entry 3:
Entry from the OMol25 dataset: one molecule with the formula C4H8N4 (ωB97M-V with the def2-TZVPD basis set).

Positions of all 16 atoms, in Å:
C1 0.41064 -1.58388 0.71515
C2 -0.57182 -1.48391 -0.25178
N1 -0.61238 -0.62039 -1.36454
N2 0.36309 0.39232 -1.40624
C3 -0.05737 1.47244 -0.43160
C4 -0.05908 1.11699 0.95204
N3 1.22017 0.51643 1.37280
N4 1.40463 -0.65083 1.09727
H1 0.50890 -2.46507 1.33327
H2 -1.42345 -2.19796 -0.31445
H3 -0.76798 -1.08481 -2.29271
H4 1.16516 -0.02905 -0.89996
H5 -1.06092 1.78273 -0.62913
H6 0.54639 2.33691 -0.67696
H7 -0.90530 0.48312 1.24118
H8 -0.16069 2.01496 1.55566

Its frontier orbital gap is 8.9 eV. The value obtained for the energy above the lowest of the compared OMol25 structures with the same formula, charge and spin is 399.8 kJ/mol. Its SMILES is C1=C\NNCC\N=N/1. For the LUMO energy, the calculation gives 0.64 eV.

Here are the Löwdin charges for atoms 1 to 2, given in e: number 1, C, carries -0.1367; number 2, C, carries -0.1193